[1]
{
  "formula": "C13H23N3O4SSb",
  "method": "ωB97M-V/def2-TZVPD",
  "lumo_energy_ev": 2.845,
  "orbital_gap_ev": 7.9,
  "total_charge": -1,
  "multiplicity": 1,
  "elements": ["C", "S", "O", "O", "Sb", "C", "C", "C", "C", "N", "C", "C", "C", "C", "C", "C", "C", "N", "O", "O", "C", "N", "H", "H", "H", "H", "H", "H", "H", "H", "H", "H", "H", "H", "H", "H", "H", "H", "H", "H", "H", "H", "H", "H", "H"],
  "positions_angstrom": [[3.97143, -1.89413, 1.91975], [3.52377, -0.13482, 1.61979], [4.82374, 0.58557, 1.39006], [2.96877, 0.42088, 2.89127], [2.06637, 0.24998, -0.37814], [1.33517, -1.83589, -0.41640], [-0.24959, -1.94313, -0.58082], [-0.95960, -2.62600, 0.65845], [-2.54501, -2.61484, 0.44025], [-3.06558, -1.24074, 0.65113], [-3.76714, -0.47770, -0.30559], [-4.10854, 0.85154, 0.21768], [-3.58628, 0.88039, 1.63098], [-2.98971, -0.43843, 1.79129], [0.99419, 0.73037, -2.24793], [0.57554, 2.25350, -2.40869], [-0.48199, 2.73802, -1.36949], [-0.84986, 4.16175, -1.43611], [-1.04650, 2.04309, -0.55136], [2.60493, 2.28445, -0.26441], [2.05636, 2.85063, 0.82669], [1.75930, 3.33057, 1.83661], [4.84160, -2.03556, 2.61360], [4.12053, -2.43114, 0.93897], [3.06953, -2.38719, 2.39773], [3.47585, -0.12040, -1.35957], [0.73027, 0.64197, 0.65176], [1.61029, -2.45466, 0.47980], [1.79037, -2.31293, -1.34059], [-0.45226, -2.50676, -1.53782], [-0.70658, -0.90757, -0.66403], [-0.63961, -3.70361, 0.68565], [-0.68931, -2.11549, 1.62468], [-2.70647, -2.80789, -0.66184], [-3.06927, -3.36876, 1.08350], [-4.06686, -0.76661, -1.34171], [-4.63618, 1.67654, -0.31849], [-3.65264, 1.72640, 2.34939], [-2.50498, -0.82368, 2.71654], [1.70058, 0.51770, -3.11255], [0.07316, 0.11976, -2.44584], [0.06509, 2.32876, -3.42521], [1.46646, 2.94223, -2.49295], [-1.53583, 4.21139, -2.20356], [-1.31348, 4.40243, -0.55251]]
}

***

[2]
{
  "formula": "C13H23NO11S",
  "method": "ωB97M-V/def2-TZVPD",
  "lumo_energy_ev": 0.491,
  "orbital_gap_ev": 10.4,
  "multiplicity": 1,
  "elements": ["C", "C", "C", "C", "O", "C", "O", "S", "O", "O", "O", "C", "C", "N", "H", "H", "H", "H", "H", "H", "H", "H", "H", "H", "H", "H", "H", "H", "H", "C", "C", "O", "C", "O", "O", "H", "H", "H", "H", "C", "C", "O", "C", "O", "O", "H", "H", "H", "H"],
  "positions_angstrom": [[-1.46960, 2.19320, 0.92948], [-1.39676, 1.28007, -0.34537], [-1.63383, -0.21327, -0.01413], [-0.66740, -0.77306, 1.06384], [0.71723, -0.45504, 0.87330], [1.24295, -0.97633, -0.28538], [1.88423, -2.27301, -0.22283], [2.79224, -2.23337, -1.63096], [4.14502, -2.79398, -1.54401], [2.00544, -2.84142, -2.72113], [2.87173, -0.57954, -1.91148], [2.46021, -0.04671, -0.62738], [2.25394, 1.48721, -0.55614], [3.63658, -0.36074, 0.21582], [-1.62514, 3.22512, 0.56170], [-2.33597, 1.94862, 1.56014], [-0.50575, 2.16028, 1.45978], [-2.25020, 1.59707, -0.97690], [-0.49301, 1.45739, -0.94425], [-1.50085, -0.79784, -0.94618], [-2.66186, -0.40379, 0.33523], [-0.95082, -0.28685, 2.01763], [-0.85865, -1.85137, 1.22511], [0.61121, -1.03209, -1.18736], [1.76259, 1.80795, -1.49775], [1.59576, 1.80317, 0.26567], [3.21128, 2.01039, -0.41578], [3.55267, 0.08579, 1.12060], [4.41806, 0.01245, -0.30868], [-4.00601, -1.27922, -5.01764], [-2.99674, -0.29789, -4.48444], [-3.40995, -0.13329, -3.12730], [-4.10838, -1.24131, -2.77390], [-4.44584, -1.49486, -1.66589], [-4.36599, -2.02058, -3.85179], [-3.59305, -1.93503, -5.78172], [-4.89857, -0.78915, -5.41425], [-1.97843, -0.69446, -4.49876], [-3.01354, 0.65336, -5.01323], [0.85340, -0.00710, 4.75898], [2.31304, 0.13171, 5.09438], [2.73476, 1.16794, 4.20586], [1.64098, 1.90012, 3.87756], [1.67528, 2.92748, 3.28505], [0.50391, 1.30189, 4.30964], [0.25043, -0.29776, 5.61735], [0.68021, -0.71541, 3.94465], [2.47776, 0.45657, 6.12460], [2.87544, -0.78334, 4.91826]]
}

***

[3]
{
  "formula": "C13H24Cl2CrN4",
  "method": "ωB97M-V/def2-TZVPD",
  "lumo_energy_ev": [3.038, 3.038],
  "orbital_gap_ev": [6.8, 7.1],
  "total_charge": -1,
  "multiplicity": 4,
  "elements": ["Cr", "Cl", "Cl", "C", "H", "H", "C", "C", "H", "C", "H", "C", "H", "H", "C", "H", "H", "C", "H", "H", "H", "H", "C", "N", "C", "N", "C", "N", "C", "N", "C", "C", "H", "H", "H", "H", "H", "H", "H", "H", "H", "H", "H", "H"],
  "positions_angstrom": [[0.13658, -0.99386, -1.72081], [2.18021, -0.37445, -0.92151], [-2.10719, -1.10321, -1.81352], [0.49273, -0.72849, -3.39996], [-0.26772, -1.11883, -4.17652], [1.50572, -0.92363, -3.88264], [-0.44717, -2.55593, 0.66167], [0.02768, -2.88747, -0.54751], [-1.48201, -2.19108, 0.68386], [1.40341, -3.48018, -0.75087], [-0.53184, -2.63205, -1.48259], [1.89683, -4.14761, 0.52320], [1.53968, -4.10208, -1.64611], [2.01487, -2.54971, -0.89170], [1.71455, -3.25593, 1.76575], [1.33009, -5.07291, 0.65833], [2.96588, -4.40034, 0.42220], [0.35326, -2.60163, 1.89914], [1.90534, -3.86423, 2.65975], [2.44156, -2.43614, 1.76871], [-0.25341, -3.10271, 2.67871], [0.46303, -1.55590, 2.24974], [-1.75518, 1.19450, 0.54102], [-0.45246, 1.11545, -0.17258], [0.53924, 1.66323, 0.78913], [0.25476, 3.06872, 1.17358], [-1.07811, 3.13051, 1.80938], [-2.12297, 2.58609, 0.91038], [-2.12735, 3.41927, -0.31421], [-0.81702, 3.38904, -1.01611], [-0.48807, 1.97932, -1.36874], [0.19513, 3.89682, -0.05057], [-1.66903, 0.60934, 1.47163], [-2.54085, 0.76579, -0.08995], [1.53792, 1.61231, 0.34510], [0.51300, 1.04902, 1.70451], [-1.31139, 4.18537, 2.02559], [-1.06173, 2.53974, 2.73525], [-2.90527, 3.04677, -0.99505], [-2.33851, 4.46120, -0.02165], [0.49689, 1.95801, -1.86032], [-1.24405, 1.59189, -2.06855], [-0.09040, 4.91974, 0.24594], [1.18338, 3.89622, -0.53109]]
}